(1)
C30H47CoN5OSbSi4 | ωB97M-V with the def2-TZVPD basis set

Element x y z (Å)
H: 1.87 5.68 -1.47
H: -0.92 -3.55 -4.31
C: 1.88 1.34 3.26
H: 2.49 0.80 2.53
C: -2.81 -2.74 0.94
H: 2.01 -4.56 -1.24
H: -2.65 2.31 -1.17
H: 2.47 1.44 4.18
H: 1.19 2.21 -1.87
C: 4.11 2.98 0.51
Sb: 0.87 -0.85 0.45
H: -0.07 -1.90 4.50
H: 1.96 2.18 -3.46
C: -1.04 -3.98 -1.39
C: 2.64 5.35 1.85
H: 1.68 2.33 2.86
H: 0.59 -0.84 5.73
C: -1.61 -0.62 -3.30
C: 0.03 2.58 0.59
H: 3.58 5.92 -1.11
C: 3.38 -0.31 -1.91
N: -4.82 -0.62 -0.77
H: 0.34 -2.91 2.11
C: -2.38 1.47 -1.79
H: -2.01 -3.67 -1.79
C: 0.98 -2.88 1.24
O: -3.05 1.68 1.54
H: 2.69 -3.67 -2.59
H: 3.89 -1.20 -2.30
H: -3.76 1.98 -3.35
H: 1.64 -1.47 4.47
C: 2.80 5.17 -1.22
C: -4.99 0.52 1.53
H: -2.19 -0.76 4.11
N: -1.84 -1.85 0.94
C: -4.87 -0.11 0.26
H: 3.77 1.94 0.56
H: 0.68 -3.63 0.52
H: 2.59 -0.02 -4.94
C: -2.62 0.20 -3.77
H: -3.99 -2.48 4.09
C: -6.16 0.17 2.27
H: -3.08 0.01 -4.73
C: 0.64 -1.09 4.67
C: -1.62 -1.12 2.06
Si: 1.66 -0.12 -2.67
Si: 0.33 -2.97 -2.19
Si: 0.26 0.44 3.61
C: 1.22 1.70 -2.83
H: 4.70 3.18 1.40
H: -1.08 -3.89 -0.31
H: 4.77 3.07 -0.35
H: -1.68 1.11 5.07
H: -1.26 -1.44 -3.91
C: 1.07 3.21 0.44
H: 0.55 -4.49 -4.11
H: 3.40 -0.37 -0.82
H: -4.40 -3.76 1.98
N: -1.44 0.65 -1.31
C: -3.38 -2.30 3.21
H: 0.95 -0.67 -5.03
C: -0.56 -0.14 2.00
H: -0.31 2.21 5.26
C: -2.39 -1.35 3.22
N: -7.12 -0.15 2.82
C: 1.88 -0.70 -4.46
C: 0.26 -1.11 -1.73
H: -1.35 2.32 3.83
C: 2.06 -3.58 -1.71
H: 2.31 -1.70 -4.52
H: 2.41 4.81 2.77
H: 1.88 6.12 1.73
C: -3.62 -3.01 2.04
H: 0.64 -2.86 -4.74
C: -0.88 1.62 4.53
H: 0.24 1.84 -3.29
C: 0.13 -3.49 -4.01
H: 2.57 -2.90 -1.01
C: -1.00 -0.37 -2.07
Co: -1.39 1.28 0.78
H: -2.98 -3.27 0.01
H: 3.60 5.84 1.97
Si: 2.64 4.17 0.38
C: -2.99 1.30 -3.02
H: 2.01 -3.05 1.54
H: 3.07 4.53 -2.07
N: -4.13 1.31 2.11
H: -0.91 -5.04 -1.64
H: 3.98 0.56 -2.20

Properties
- multiplicity = 5
- HOMO energy (alpha / beta) (eV) = -7.711 / -8.315
- charge = 0
- M (u) = 786.8
- expectation value of S² = 6.0388
- Kohn-Sham gap (alpha / beta) (eV) = 7.827 / 5.340


(2)
HNO | ωB97M-V with the def2-TZVPD basis set

Element x y z (Å)
H: -0.01 -0.88 0.25
O: 0.11 0.94 0.22
N: -0.11 -0.06 -0.47

Properties
- multiplicity = 1
- HOMO energy (eV) = -9.978
- SMILES = N=O
- charge = 0
- M (u) = 31.0
- Kohn-Sham gap (eV) = 9.341


(3)
C23H25BrF6N2O11PSW | ωB97M-V with the def2-TZVPD basis set

Element x y z (Å)
F: 1.63 0.70 -0.80
H: 0.92 5.62 -4.06
H: -0.65 5.42 -4.82
C: -0.97 -2.33 2.04
O: -0.13 -2.03 0.94
H: 1.76 -2.38 4.63
P: 3.65 0.58 -1.58
H: 0.61 3.03 -3.79
O: -0.64 0.45 0.33
O: 2.33 -1.18 1.65
C: -1.80 -2.10 -1.83
O: 0.32 -1.24 -1.32
F: 3.91 0.27 -0.04
C: -1.68 3.96 -0.82
O: -2.97 0.90 -0.10
H: -3.91 0.20 -3.17
C: 2.60 -1.21 3.07
H: 3.06 -3.15 3.77
C: 0.19 2.15 3.18
F: 3.13 -0.91 -1.74
H: -5.63 -1.39 -2.35
O: 0.22 -0.22 2.57
C: -1.17 2.67 -0.95
N: -1.79 2.26 1.60
H: -0.44 6.63 -3.55
H: -2.57 1.95 2.17
F: 5.08 0.34 -2.10
H: 2.22 -5.04 2.20
W: 1.06 -0.70 0.45
C: -0.20 -3.18 3.05
C: -0.52 4.60 -2.85
O: 1.45 1.10 1.45
C: 0.68 0.95 2.44
S: -1.70 1.48 0.20
C: -0.15 5.63 -3.87
C: -0.04 3.29 -2.97
Br: -2.38 -4.54 -0.50
C: -1.34 4.91 -1.77
H: -1.05 3.86 2.69
H: -1.72 5.92 -1.66
H: -4.89 -3.47 -1.19
C: -0.65 2.98 2.20
H: -0.68 -4.16 3.01
O: 2.07 -2.59 -0.16
H: -2.32 4.23 0.00
H: 0.05 1.34 -2.13
H: 0.81 -4.58 1.26
H: -0.02 3.32 1.38
C: -0.36 2.32 -2.04
O: 3.14 -0.31 3.58
C: -4.18 -2.74 -1.57
C: 1.68 -4.17 1.78
F: 3.73 2.11 -1.25
O: -2.10 -2.01 2.00
C: 2.14 -2.56 3.62
C: -2.79 -3.02 -1.37
H: 1.03 2.75 3.53
H: -0.43 -2.79 4.04
C: -2.23 -0.97 -2.47
C: -3.61 -0.71 -2.66
O: 0.18 -3.44 -1.77
C: -0.32 -2.35 -1.63
C: -4.59 -1.60 -2.20
H: -1.52 -0.25 -2.84
H: -0.39 1.82 4.04
H: 1.59 -3.03 -0.90
H: 3.03 -4.36 0.11
F: 2.95 0.92 -2.95
H: 3.49 -3.10 1.21
N: 1.21 -3.29 2.83
C: 2.63 -3.57 0.75

Properties
- multiplicity = 2
- HOMO energy (alpha / beta) (eV) = -14.334 / -14.333
- charge = +2
- M (u) = 946.2
- expectation value of S² = 0.7696
- Kohn-Sham gap (alpha / beta) (eV) = 6.908 / 4.218


(4)
C14H16O | ωB97M-V with the def2-TZVPD basis set

Element x y z (Å)
C: 0.42 -3.39 -2.60
C: -0.93 0.91 1.60
H: -3.19 0.44 2.35
H: 2.84 2.83 1.74
C: -0.22 -2.16 -2.51
H: 1.56 -4.89 -1.62
H: -1.24 -0.09 1.29
C: 2.04 3.22 1.11
H: 2.04 4.31 1.14
C: -0.18 -1.47 -1.31
C: 1.09 -3.93 -1.50
O: -2.93 1.16 2.93
C: 0.71 2.69 1.55
H: -0.12 -1.19 -4.40
C: 1.11 -3.24 -0.30
H: 0.42 -3.90 -3.55
H: -1.44 -2.37 -4.27
H: 0.90 0.88 0.44
C: -0.89 -1.58 -3.74
H: -1.97 3.44 3.55
H: 0.54 -1.47 0.73
C: 0.27 1.42 1.15
H: -1.58 -0.77 -3.52
H: 1.63 -3.63 0.57
H: 2.27 2.92 0.09
C: -1.73 1.64 2.47
H: -0.67 -0.50 -1.23
C: -0.10 3.40 2.43
C: -1.32 2.90 2.88
C: 0.47 -2.00 -0.21
H: 0.18 4.40 2.74

Properties
- multiplicity = 1
- HOMO energy (eV) = -8.437
- SMILES = Cc1ccc(O)cc1.Cc1ccccc1
- charge = 0
- M (u) = 200.3
- Kohn-Sham gap (eV) = 9.230


(5)
C30H25ClF3N2OPrS | ωB97M-V with the def2-TZVPD basis set

Element x y z (Å)
H: -4.09 -0.84 2.92
C: -3.25 2.23 0.16
C: 8.74 -0.42 -0.19
C: 0.44 1.64 -5.43
S: -1.50 -0.89 -2.13
C: 1.14 1.36 -4.26
C: 3.05 0.16 -0.01
C: -3.10 -0.69 2.50
F: 9.26 -0.54 1.05
H: -5.36 2.40 2.86
C: 5.06 -1.04 -0.77
H: -1.89 2.91 -1.36
H: -0.60 0.19 5.62
C: -5.11 0.65 -0.02
C: 5.32 0.92 0.60
C: -2.74 -1.82 1.57
F: 9.33 0.65 -0.75
C: 1.84 0.30 0.01
C: -3.81 2.63 1.40
C: -0.84 1.13 -5.58
H: 7.33 1.48 1.06
C: -1.93 -3.92 0.04
Pr: -0.61 0.59 0.06
Cl: -6.99 0.26 1.90
C: -3.24 -3.86 0.46
C: -3.66 -2.80 1.25
C: 6.43 -1.19 -0.82
H: -4.68 -2.73 1.62
H: 1.16 0.33 -2.40
H: -2.43 -0.03 -4.72
H: -1.64 3.61 0.27
H: 4.41 -1.74 -1.28
C: 4.48 0.01 -0.06
H: 2.14 1.74 -4.12
C: -1.43 0.36 -4.59
H: -5.62 -0.13 -0.58
H: -3.14 0.27 1.98
H: -3.60 0.91 -1.51
H: -1.40 1.33 -6.49
C: -3.96 1.24 -0.54
C: -5.59 1.05 1.20
C: -0.73 0.07 -3.41
H: 0.89 2.24 -6.20
C: -0.07 0.10 4.67
H: -0.06 -2.85 0.04
C: -1.95 2.72 -0.28
N: -1.48 -1.82 1.12
H: -3.94 -4.65 0.19
C: 0.56 0.58 -3.27
C: 7.25 -0.29 -0.16
H: -1.55 -4.73 -0.56
O: -0.73 0.80 2.49
H: -2.27 -1.12 4.42
H: 0.65 0.91 4.57
C: -1.09 -2.86 0.38
C: -4.96 2.07 1.91
C: 6.69 0.77 0.55
H: 0.47 -0.85 4.66
H: 6.87 -2.01 -1.37
C: -1.01 0.14 3.51
N: -2.15 -0.55 3.60
H: -3.31 3.41 1.96
H: 4.87 1.74 1.14
F: 9.15 -1.50 -0.89

Properties
- multiplicity = 3
- HOMO energy (alpha / beta) (eV) = -7.225 / -7.219
- charge = 0
- M (u) = 695.0
- expectation value of S² = 2.0032
- Kohn-Sham gap (alpha / beta) (eV) = 7.035 / 7.048


(6)
C3H10N2O | ωB97M-V with the def2-TZVPD basis set

Element x y z (Å)
H: 1.12 -2.84 1.21
C: 0.00 -0.92 -2.14
H: -3.46 6.46 0.72
C: 0.70 -1.43 -0.89
H: 1.76 -2.18 2.63
N: 0.63 -0.48 0.20
H: -1.08 -1.04 -2.00
H: -2.59 5.39 1.35
N: 1.09 -2.07 1.88
H: 1.78 -1.53 -1.13
H: 0.16 -1.64 -2.94
C: 1.08 -0.88 1.40
H: 1.40 -0.11 2.10
H: 0.31 -2.41 -0.60
O: -3.12 5.57 0.57
H: 0.21 0.12 -2.35

Properties
- multiplicity = 2
- HOMO energy (alpha / beta) (eV) = -13.281 / -13.281
- charge = +1
- M (u) = 90.1
- expectation value of S² = 0.7566
- Kohn-Sham gap (alpha / beta) (eV) = 8.864 / 5.181


(7)
C38H85Cd2N4O24 | ωB97M-V with the def2-TZVPD basis set

Element x y z (Å)
C: 0.81 0.11 -0.97
H: -4.16 -3.59 -3.48
H: -0.46 4.52 -3.75
H: -1.46 3.29 3.85
C: -0.81 -7.28 2.22
Cd: 1.98 3.89 -3.09
H: 1.36 -6.81 2.13
H: -4.51 6.68 2.79
C: 3.25 4.16 2.37
H: -0.68 1.42 1.42
H: -1.59 2.86 -1.96
H: 2.61 3.47 6.85
H: 1.48 1.49 6.49
C: 1.85 4.71 2.17
H: 1.49 -4.13 -1.57
O: -1.51 -0.02 -4.37
H: -3.69 6.10 -0.93
C: -2.09 -3.10 -3.25
H: -5.22 1.60 -1.47
H: 3.45 2.09 0.11
H: 1.42 3.08 3.67
H: 2.69 -0.47 4.84
C: -3.54 -2.90 -2.91
O: 3.09 0.85 2.38
H: -3.63 1.90 -2.11
H: -2.34 -0.47 -4.13
H: 3.83 -5.53 -1.49
H: -2.08 -6.47 -2.90
H: -0.33 -1.91 4.61
C: 2.61 1.42 0.17
H: -2.14 -5.11 -5.62
C: -1.91 -5.89 -4.89
H: 0.19 -4.20 2.81
N: -0.07 3.75 -3.21
H: -0.68 -4.61 -3.13
H: -2.55 -7.93 3.99
H: -3.95 0.30 -1.61
C: 1.86 1.18 -0.97
H: 2.49 -1.31 3.41
H: -1.87 4.64 -0.42
H: -0.59 -8.31 2.53
N: 0.30 -5.24 1.27
H: 2.05 1.64 4.22
H: 2.92 -4.99 -2.98
C: 0.43 -6.69 1.55
C: 0.75 2.55 -5.26
H: 0.51 -7.29 0.64
H: -1.44 -2.42 -2.69
H: -5.53 -0.47 -3.72
C: 3.12 -5.79 -2.27
H: -0.16 3.12 -1.15
O: 1.05 4.50 3.09
C: 2.39 5.16 -0.19
H: -1.27 2.47 -4.47
C: 0.63 -0.70 0.16
H: 2.38 -5.09 0.69
C: 1.37 -4.79 0.42
O: 4.76 5.25 -0.68
H: -0.68 -5.15 1.03
H: 0.71 -7.76 -5.04
H: 0.66 1.56 -5.69
H: -2.72 -6.28 4.67
H: 6.94 2.74 -0.92
H: -0.12 -1.47 0.18
C: -4.17 1.34 -1.34
H: -3.37 2.56 1.90
O: 2.07 1.99 -1.91
H: -0.97 -0.11 -3.57
H: -3.74 6.80 -2.57
C: 1.51 5.25 0.88
H: 3.32 1.49 -5.75
H: -1.95 -2.97 -4.33
H: -3.58 -3.01 -1.82
C: 2.42 0.68 1.34
C: 3.10 2.57 7.23
O: -1.23 -6.43 3.27
H: -2.51 7.20 -1.47
C: -1.40 4.87 -1.38
Cd: 4.47 1.64 3.79
H: 6.09 2.04 1.42
H: -3.43 -5.52 -3.37
C: -1.60 1.95 1.14
H: -0.06 1.68 -3.46
H: -0.79 -0.48 4.92
H: 5.85 3.54 -0.20
C: 2.57 1.35 6.51
O: 3.00 1.18 5.20
H: -2.44 -6.77 -5.28
H: -5.99 -2.17 -3.78
C: -3.03 4.55 3.24
C: 1.22 -5.08 -1.08
O: 3.44 3.48 3.41
H: 6.97 1.60 2.62
H: 4.19 2.66 7.18
O: -3.63 4.93 2.02
C: -1.90 3.57 2.89
C: -4.74 5.77 2.23
C: -2.48 -6.86 3.78
H: -5.56 5.27 2.75
O: 2.08 2.90 -4.90
O: 1.90 -6.19 -1.62
C: 3.83 4.92 0.11
H: -1.62 -7.28 1.48
C: -0.26 2.56 -4.07
C: -2.35 -5.58 -3.47
H: 0.34 3.34 -5.91
N: -1.64 -4.45 -2.85
H: 3.84 -1.36 4.30
H: -3.69 4.07 3.97
H: -0.66 5.67 -1.25
H: -5.67 -1.35 -2.18
H: 0.48 -2.68 2.96
H: -1.17 4.11 2.29
H: 0.47 5.50 0.75
O: 1.20 2.11 3.96
O: 6.05 1.81 2.38
C: -3.11 6.35 -1.81
H: 3.85 3.14 -5.99
H: 3.46 -6.63 -2.88
C: -0.19 -7.52 -4.48
C: 1.44 -0.55 1.31
H: -1.94 0.61 -0.65
O: -0.06 -1.09 5.07
O: 2.87 -1.35 4.38
H: -5.18 6.07 1.28
H: 1.32 -3.69 0.43
H: -0.94 -8.24 -4.81
H: 0.17 -5.07 -1.40
O: 6.32 2.68 -0.19
C: -2.43 1.04 0.23
N: -2.45 2.35 2.28
H: 0.60 2.16 4.73
C: -0.78 3.59 -1.92
O: -4.01 -1.64 -3.40
O: 1.96 5.32 -1.39
C: -5.39 -1.44 -3.23
H: 0.04 -7.63 -3.42
O: 1.44 -1.33 2.29
O: -0.55 -6.24 -5.00
H: -1.16 2.83 0.64
O: 0.00 -0.03 -1.91
H: 2.70 0.48 7.17
H: 5.26 4.38 1.62
H: -2.51 5.38 3.73
O: 0.09 -3.43 3.43
H: -2.68 0.15 0.82
O: -2.34 5.27 -2.35
H: -3.22 -6.54 3.03
C: 2.97 2.51 -5.96
C: 4.21 4.41 1.35
O: -3.59 1.80 -0.10
H: 2.93 2.47 8.30
H: 2.48 2.44 -6.93

Properties
- multiplicity = 1
- HOMO energy (eV) = -9.944
- charge = +1
- M (u) = 1206.9
- Kohn-Sham gap (eV) = 6.339


(8)
CH3NSi | ωB97M-V with the def2-TZVPD basis set

Element x y z (Å)
C: -0.90 0.67 -0.78
H: -0.93 -1.79 -1.06
H: 1.35 0.05 1.52
N: -1.48 1.67 -0.80
H: 1.76 0.27 2.21
Si: 0.19 -0.87 -1.09

Properties
- multiplicity = 1
- HOMO energy (eV) = -9.832
- charge = 0
- M (u) = 57.1
- Kohn-Sham gap (eV) = 7.888


(9)
C4H39NO14S2 | ωB97M-V with the def2-TZVPD basis set

Element x y z (Å)
H: -4.48 -1.33 -1.24
C: 1.92 -1.01 -0.08
H: -3.72 -1.00 1.71
O: -1.56 1.89 -2.54
H: 1.72 -3.57 2.55
O: -1.93 -2.93 0.31
O: -2.66 2.64 0.55
H: 1.28 -1.57 -4.84
O: 2.33 -4.30 2.26
H: 0.59 0.79 -1.35
H: 2.36 -1.67 0.66
H: -2.33 -3.57 0.87
H: 1.71 0.70 4.69
O: -2.43 0.89 2.83
H: -0.63 0.02 -0.62
H: 0.26 -3.13 -1.52
H: 0.43 -1.91 2.24
H: 2.84 2.93 1.89
H: 2.16 1.12 0.41
H: -2.86 1.37 3.52
O: -0.56 -3.70 -1.59
O: 3.36 3.07 1.05
H: -0.11 -2.50 3.62
H: 2.60 -0.07 -4.79
H: 4.03 2.51 0.96
H: 3.11 -3.77 2.14
H: -2.90 1.66 0.41
H: -2.32 2.34 -2.25
H: 0.92 -0.15 -3.90
H: -1.62 -3.40 -0.42
H: -2.45 -1.04 -2.00
O: -1.54 -1.35 -2.27
S: 2.72 -1.72 -3.09
H: 0.88 2.53 -1.62
H: 1.43 2.23 4.30
C: 1.32 0.41 0.50
H: -4.39 -1.51 -2.71
O: 0.18 -2.75 2.79
H: 2.18 4.84 -0.30
H: 1.68 4.98 1.13
C: 1.86 -0.84 -4.19
O: 2.08 1.58 4.65
S: 3.07 -0.67 -1.42
H: -3.38 3.28 0.23
H: -2.96 -1.55 0.56
N: 0.99 0.14 1.89
H: -0.19 1.79 -0.13
H: 0.06 0.32 2.03
H: -1.47 1.77 -3.53
H: -1.04 -1.01 -1.48
C: 0.11 0.74 -0.35
O: -4.10 -0.90 -1.93
H: -0.79 -3.52 -2.54
H: -2.21 1.51 2.16
O: 1.44 5.08 0.21
H: 1.50 0.71 2.62
O: -3.53 -0.79 0.79
H: 1.03 -1.64 -0.46
H: 2.30 2.71 -1.33
O: 1.67 2.30 -2.09

Properties
- multiplicity = 2
- HOMO energy (alpha / beta) (eV) = -12.997 / -12.993
- charge = +1
- M (u) = 389.5
- expectation value of S² = 0.7559
- Kohn-Sham gap (alpha / beta) (eV) = 9.447 / 5.098